Entry 1:
This record from the OMol25 dataset describes C7H12N4 as an isolated structure at a distorted geometry. The level of theory is the ωB97M-V functional and the def2-TZVPD basis.

```
23
C7H12N4 | the OMol25 dataset | the ωB97M-V functional and the def2-TZVPD basis
C 3.08648 0.48659 -0.26389
C 2.64548 -0.77563 -0.10497
C 0.96387 0.57993 -0.02367
C 0.29987 -1.74766 0.28809
C -0.97113 -1.20470 0.92372
C -1.25530 2.37127 0.25182
C -1.74101 -0.15838 -1.04927
N 1.92741 1.36201 -0.24252
N 1.26777 -0.76369 -0.02551
N -0.66887 1.12571 0.70696
N -1.41280 0.06658 0.36708
H 4.08706 0.85133 -0.47019
H 3.12869 -1.73371 -0.22689
H 0.78077 -2.48596 1.13559
H 0.03539 -2.45722 -0.53200
H -1.76292 -1.94751 0.97465
H -0.70228 -0.88728 2.06105
H -1.74017 2.81744 1.19566
H -0.54944 3.11409 -0.08490
H -2.00969 2.13911 -0.57026
H -2.54310 0.56127 -1.50277
H -0.84465 -0.05247 -1.71291
H -2.02142 -1.26114 -1.09488
```

Calculated values
E_LUMO (eV): 0.833
Charge: 0
Kohn-Sham gap (eV): 8.854
Relative energy (zero: lowest compared OMol25 entry of this formula, charge and spin) (eV): 3.582

---

Entry 2:
This record from the OMol25 dataset describes an isolated ion of composition C7H12NO2 and charge +1 at a distorted geometry. The level of theory is the ωB97M-V functional and the def2-TZVPD basis.

```
22
C7H12NO2 | the OMol25 dataset | the ωB97M-V functional and the def2-TZVPD basis
C -0.07628 -0.50990 -0.18764
C 1.87280 0.53612 0.17151
C -0.36226 1.08716 0.19757
C -1.27257 -1.32805 -0.39033
C -0.73261 1.63603 -1.14382
C -1.22525 1.33572 1.43998
C 1.81934 -2.02926 0.00998
N 1.13576 -0.75981 0.04202
O 3.04152 0.60515 -0.04909
O 1.06437 1.54774 0.39846
H -1.41625 -1.92237 0.56001
H -1.18402 -2.05261 -1.20033
H -2.12008 -0.62213 -0.68910
H -1.23559 2.56720 -0.98112
H -1.30649 0.86327 -1.70280
H 0.17582 1.82037 -1.65448
H -1.64403 0.38971 1.63394
H -1.97013 2.13087 1.21556
H -0.54168 1.63586 2.21015
H 1.17999 -2.72135 -0.47714
H 2.03900 -2.39652 1.07898
H 2.75866 -1.81320 -0.48232
```

Calculated values
E_LUMO (eV): -4.729
Charge: +1
SMILES: CC1=[N+](C)C(=O)OC1(C)C
Kohn-Sham gap (eV): 10.924
Relative energy (zero: lowest compared OMol25 entry of this formula, charge and spin) (eV): 1.270

---

The electronic energy results, record by record, are as follows: -492.79485, -478.88568 Ha.